Record 1
ORCA calculation (ωB97M-V/def2-TZVPD) on one molecule with the formula C17H16ClN3O2S at a distorted geometry.

## Properties
ΔE to the lowest compared entry with this formula, charge and spin in eV: 1.916
Gap between HOMO and LUMO in eV: 8.927
SMILES string: O=C(CCSc1ccccn1)Nc1cc(Cl)ccc1C1=NCCO1
HOMO level in eV: -8.7

Atoms and positions in Å:
O 0.6059 3.1398 -0.5795
Cl -0.7134 -1.9795 3.8109
N 3.7087 2.8664 1.7513
N -2.8060 -1.2371 -1.0936
O 4.9904 1.3741 2.9125
S -0.8420 -0.6734 -2.8760
C 0.5581 2.0897 0.0660
C 3.7794 1.7218 2.4303
C -4.0589 -1.4481 -0.7332
C -2.5277 -1.0141 -2.3933
C -5.1007 -1.4862 -1.6740
C -3.5177 -1.0153 -3.3772
C -4.8465 -1.2634 -3.0127
C 1.8750 -1.1518 3.8542
C 2.8928 -0.2463 3.5651
C 0.3352 0.1761 2.5294
C 0.5957 -0.9468 3.3422
C 2.6388 0.8501 2.7619
C 1.3688 1.0489 2.1807
N 1.1085 2.1438 1.3233
C 5.0754 3.3850 1.6544
C 5.9224 2.3198 2.4170
C -0.4694 0.9679 -2.0935
C 0.0743 0.7729 -0.6331
H -4.2501 -1.7502 0.2671
H -6.0832 -1.7455 -1.3268
H -3.2092 -0.8420 -4.3803
H -5.6195 -1.3790 -3.7717
H 2.0408 -2.0670 4.4580
H 3.8783 -0.4242 3.9728
H -0.6823 0.3131 2.1431
H 1.7889 2.9003 1.4225
H 5.1273 4.3442 2.1679
H 5.4328 3.4666 0.6313
H 6.5628 1.7905 1.7519
H 6.4537 2.7976 3.2383
H 0.2380 1.4763 -2.7069
H -1.3826 1.5785 -2.0625
H -0.6643 0.2524 -0.0346
H 0.8887 0.0616 -0.7364

Record 2
ORCA calculation (ωB97M-V/def2-TZVPD) on one molecule with the formula C17H16F3NO.

## Properties
ΔE to the lowest compared entry with this formula, charge and spin in eV: 0.100
Gap between HOMO and LUMO in eV: 9.578
SMILES string: C[C@H](CC(=O)Nc1ccccc1C(F)(F)F)c1ccccc1
HOMO level in eV: -8.9

Atoms and positions in Å:
C -3.2347 -0.7894 2.5941
H -4.3092 -0.6537 2.6911
H -2.9109 -1.5137 3.3394
H -2.7383 0.1540 2.7954
C -2.8932 -1.2986 1.1961
C -3.4840 -0.4767 0.0720
C -3.6699 -1.0835 -1.1662
C -4.1806 -0.3756 -2.2381
C -4.5163 0.9590 -2.0876
C -4.3369 1.5718 -0.8605
C -3.8251 0.8609 0.2119
H -3.6826 1.3603 1.1555
H -4.5966 2.6129 -0.7348
H -4.9170 1.5158 -2.9220
H -4.3190 -0.8664 -3.1907
H -3.4175 -2.1283 -1.2909
H -3.2977 -2.3151 1.1017
C -1.3696 -1.4193 0.9960
C -0.6279 -0.0945 0.9666
O -1.0559 0.9539 1.3800
N 0.6310 -0.2512 0.4292
C 1.6297 0.7005 0.2601
C 1.4082 2.0575 0.4976
C 2.4202 2.9788 0.3167
C 3.6774 2.5794 -0.1074
C 3.9173 1.2413 -0.3504
C 2.9079 0.3041 -0.1695
C 3.2037 -1.1413 -0.4349
F 4.4607 -1.3715 -0.8178
F 2.4158 -1.6692 -1.4029
F 2.9929 -1.9261 0.6484
H 4.8905 0.9130 -0.6812
H 4.4656 3.3014 -0.2486
H 2.2222 4.0223 0.5082
H 0.4339 2.3743 0.8277
H 0.8626 -1.1955 0.1588
H -1.1747 -1.9482 0.0598
H -0.9460 -2.0111 1.8135

Record 3
ORCA calculation (ωB97M-V/def2-TZVPD) on one molecule with the formula C17H16N2O3 at a distorted geometry.

## Properties
ΔE to the lowest compared entry with this formula, charge and spin in eV: 3.280
Gap between HOMO and LUMO in eV: 8.197
SMILES string: O=C(N[C@H]1CCCc2ccccc21)c1ccc([N+](=O)[O-])cc1
HOMO level in eV: -9.0

Atoms and positions in Å:
O -0.9865 0.9132 0.7319
C -0.0963 0.5683 -0.0163
N 1.2197 0.6865 0.2661
H 1.8949 0.3264 -0.3869
C 1.7009 1.2077 1.5409
C 1.1109 0.4228 2.6953
C 1.0502 -0.9630 2.5972
C 0.5320 -1.7287 3.6229
C 0.0742 -1.1100 4.7735
C 0.1458 0.2647 4.8831
C 0.6617 1.0463 3.8553
C 0.6999 2.5398 4.0157
C 1.6916 3.1889 3.0588
C 1.4010 2.7049 1.6457
H 2.0008 3.2483 0.9122
H 0.3463 2.8632 1.4182
H 2.7125 2.9179 3.3397
H 1.6041 4.2754 3.1097
H -0.3020 2.9298 3.8111
H 0.9447 2.7912 5.0502
H -0.2078 0.7509 5.7814
H -0.3343 -1.6980 5.5820
H 0.4869 -2.8033 3.5253
H 1.4090 -1.4483 1.6996
H 2.7887 1.0572 1.5473
C -0.3876 -0.0459 -1.3550
C 0.3707 0.2384 -2.4886
C 0.0427 -0.3327 -3.7025
C -1.0448 -1.1948 -3.7764
C -1.8199 -1.4758 -2.6573
C -1.4906 -0.8913 -1.4513
H -2.0792 -1.0745 -0.5656
H -2.6652 -2.1400 -2.7525
N -1.3790 -1.8012 -5.0426
O -2.3250 -2.5579 -5.0715
O -0.6902 -1.5185 -5.9997
H 0.6113 -0.1242 -4.5960
H 1.2010 0.9269 -2.4335

> Among the records above, which one has the lowest HOMO level?

C17H16N2O3

> Among the records above, which one has the lowest ΔE to the lowest compared entry with this formula, charge and spin?

C17H16F3NO

> What is the HOMO level in the first record?

-8.7 eV

> What is the formula in the third record?

C17H16N2O3